# 1
{
  "formula": "C6H16N",
  "method": "ωB97M-V with the def2-TZVPD basis set",
  "symbols": ["C", "C", "C", "C", "H", "H", "H", "H", "H", "H", "H", "H", "C", "N", "C", "H", "H", "H", "H", "H", "H", "H", "H"],
  "positions_angstrom": [[-0.539, 1.236, 0.695], [0.891, 1.165, 0.169], [1.268, 2.373, -0.636], [2.509, 2.774, -0.837], [-1.264, 0.967, -0.085], [-0.710, 0.594, 1.565], [-0.842, 2.231, 1.013], [1.000, 0.273, -0.460], [1.596, 1.024, 0.990], [0.459, 2.945, -1.082], [2.741, 3.643, -1.432], [3.336, 2.225, -0.405], [-0.503, -2.311, 1.231], [-1.580, -1.889, 0.284], [-1.370, -2.379, -1.110], [-0.833, -2.144, 2.253], [-0.300, -3.367, 1.083], [0.390, -1.734, 1.015], [-1.564, -0.860, 0.253], [-2.505, -2.143, 0.629], [-0.477, -1.908, -1.512], [-2.227, -2.108, -1.717], [-1.217, -3.455, -1.090]],
  "lowdin_charge": [-0.12, -0.27, -0.20, 0.02, 0.07, 0.06, 0.09, 0.10, 0.12, 0.10, 0.06, 0.07, 0.01, -0.04, 0.01, 0.11, 0.11, 0.10, 0.11, 0.18, 0.11, 0.11, 0.11],
  "multiplicity": 1,
  "largest_force_ev_per_a": 0.6,
  "de_lowest_kj_mol": 123.77,
  "e_lumo_ev": -3.3,
  "total_charge": 1
}

***

# 2
{
  "formula": "C6H16N",
  "method": "ωB97M-V with the def2-TZVPD basis set",
  "symbols": ["C", "C", "C", "C", "C", "C", "N", "H", "H", "H", "H", "H", "H", "H", "H", "H", "H", "H", "H", "H", "H", "H", "H"],
  "positions_angstrom": [[-2.227, -1.606, 0.405], [-1.327, -0.404, 0.606], [-1.251, 0.538, -0.616], [0.012, 0.324, -1.461], [1.240, 1.006, -0.839], [1.435, 0.892, 0.653], [1.919, -0.484, 1.034], [-2.317, -2.280, 1.209], [-3.245, -1.233, 0.204], [-2.155, -2.149, -0.553], [-0.357, -0.791, 0.814], [-1.678, 0.120, 1.472], [-2.056, 0.218, -1.262], [-1.301, 1.576, -0.277], [0.146, -0.753, -1.444], [-0.222, 0.850, -2.383], [2.170, 0.748, -1.358], [1.142, 2.036, -1.044], [0.525, 1.053, 1.220], [2.157, 1.635, 0.991], [2.887, -0.619, 0.755], [1.955, -0.562, 2.042], [1.372, -1.196, 0.572]],
  "lowdin_charge": [-0.10, -0.27, -0.19, -0.18, -0.18, -0.14, 0.20, 0.06, 0.09, 0.09, 0.04, 0.11, 0.11, 0.12, 0.11, 0.12, 0.13, 0.11, 0.12, 0.14, 0.17, 0.17, 0.14],
  "multiplicity": 1,
  "largest_force_ev_per_a": 3.0,
  "de_lowest_kj_mol": 86.76,
  "e_lumo_ev": -3.6,
  "smiles": "CCCCCC[NH3+]",
  "total_charge": 1
}